{
  "formula": "C30H52BrN3P2SSn",
  "method": "wB97M-V/def2-TZVPD",
  "charge": 2,
  "e_homo_ev": [-12.181, -12.241],
  "orbital_gap_ha": [0.1562, 0.1158],
  "e_above_lowest_kcal_mol": 62.5,
  "elements": ["N", "C", "C", "C", "C", "C", "C", "Sn", "P", "C", "C", "C", "C", "C", "C", "C", "Br", "H", "H", "H", "H", "H", "H", "H", "H", "H", "H", "P", "C", "C", "H", "H", "H", "H", "H", "C", "C", "H", "H", "H", "H", "H", "C", "C", "H", "H", "H", "H", "H", "C", "C", "H", "H", "H", "H", "H", "C", "C", "H", "H", "H", "H", "H", "C", "C", "H", "H", "H", "H", "H", "C", "C", "N", "C", "S", "N", "C", "C", "H", "H", "H", "H", "H", "H", "H", "H", "H", "H", "H", "H"],
  "positions_angstrom": [[-6.7158, 5.1495, -5.4420], [-6.3975, 5.6590, -4.2501], [-5.4335, 5.0635, -3.4228], [-4.7904, 3.8837, -3.8466], [-5.1625, 3.3590, -5.1012], [-6.1237, 4.0334, -5.8602], [-3.7310, 3.2802, -3.0456], [1.8274, -0.3720, -0.6367], [4.8176, -0.4796, -0.6075], [-2.9924, 2.2150, -3.4689], [-1.9763, 1.6729, -2.6372], [-0.9609, 0.9464, -3.2841], [0.2328, 0.7424, -2.6122], [0.3234, 1.1013, -1.2630], [-0.6718, 1.7945, -0.5923], [-1.8784, 2.0063, -1.2530], [1.3167, 0.4746, 1.8066], [-3.5110, 3.7847, -2.0894], [-3.0340, 1.8342, -4.4971], [-5.1780, 5.4867, -2.4579], [-4.7284, 2.4450, -5.4915], [-6.9095, 6.5612, -3.9176], [-6.4067, 3.6322, -6.8377], [-1.0666, 0.6253, -4.3238], [-2.7064, 2.4769, -0.7015], [1.0383, 0.2540, -3.1652], [-0.5359, 2.1783, 0.4192], [-0.2331, -2.0797, -0.4856], [4.4009, 1.3126, -0.3276], [5.5691, 2.3081, -0.5839], [4.0848, 1.4044, 0.7250], [3.5421, 1.5519, -0.9880], [5.2974, 3.2838, -0.1707], [6.4915, 1.9902, -0.0762], [5.7769, 2.4452, -1.6549], [4.1409, -1.1141, -2.1979], [5.0964, -2.1204, -2.8396], [3.9172, -0.2748, -2.8692], [3.2038, -1.6849, -2.0083], [4.8116, -2.2483, -3.8923], [6.1354, -1.7661, -2.7719], [4.9926, -3.0949, -2.3414], [4.2550, -1.7641, 0.6221], [5.1829, -1.9767, 1.8237], [4.2015, -2.7067, 0.0553], [3.2444, -1.4944, 1.0012], [4.7127, -2.6743, 2.5322], [6.1279, -2.4270, 1.4912], [5.3835, -1.0325, 2.3489], [-0.4885, -3.3309, 0.8011], [-1.5871, -4.3326, 0.4520], [-0.7071, -2.8190, 1.7527], [0.4858, -3.8361, 0.9131], [-2.5644, -3.9794, 0.8001], [-1.6569, -4.5538, -0.6222], [-1.3691, -5.2725, 0.9680], [0.5510, -3.0073, -1.8863], [0.0882, -2.6330, -3.2798], [0.3737, -4.0595, -1.6325], [1.6462, -2.8543, -1.8256], [-0.9204, -3.0028, -3.5044], [0.0940, -1.5511, -3.4684], [0.7743, -3.0815, -4.0103], [-1.8949, -1.6610, -1.1301], [-2.9621, -1.4112, -0.0702], [-2.1729, -2.4807, -1.8072], [-1.7715, -0.7570, -1.7368], [-3.6724, -0.6692, -0.4665], [-3.5624, -2.3135, 0.1293], [-2.5562, -0.9949, 0.8737], [-0.8030, -2.3755, 6.4705], [-0.1698, -1.5584, 5.3454], [-1.2271, -0.7723, 4.6762], [-1.0638, 0.4173, 4.0544], [-2.1663, 0.8732, 2.8544], [0.0119, 1.1836, 4.4738], [-0.1531, 1.8587, 5.7537], [1.1872, 2.3452, 6.2752], [-1.4977, -1.7661, 7.0611], [-0.0394, -2.7976, 7.1316], [-1.3725, -3.2077, 6.0439], [0.6184, -0.8632, 5.6724], [0.2940, -2.2737, 4.6413], [-2.0962, -1.2648, 4.4079], [0.3046, 1.8346, 3.7485], [-0.8146, 2.7283, 5.6295], [-0.6393, 1.1606, 6.4421], [1.5520, 3.1858, 5.6747], [1.0278, 2.6985, 7.2995], [1.9391, 1.5489, 6.2811]],
  "forces_ev_per_angstrom": [[-0.3, 0.4, 0.0], [0.6, -0.8, 0.2], [0.0, -0.5, -0.4], [-0.5, 0.6, -0.8], [-0.3, 0.5, 0.2], [0.5, -0.3, 0.5], [0.3, -0.7, -0.6], [-1.8, 1.9, 2.0], [0.5, -0.3, -0.1], [-1.6, 1.4, 0.2], [0.8, -0.2, 0.6], [0.2, 0.6, 0.2], [-1.1, 0.1, -0.1], [1.7, -0.5, -1.1], [-0.6, -0.2, 0.0], [0.6, 0.0, -0.4], [0.6, -0.4, 0.1], [-0.2, -0.5, -0.5], [-0.3, 0.2, 0.5], [-0.1, 0.1, -0.1], [-0.1, 0.1, 0.0], [0.0, -0.2, -0.2], [0.0, 0.3, 0.3], [-0.1, 0.3, 0.3], [0.4, -0.1, -0.6], [0.0, 0.1, 0.3], [0.0, -0.4, -0.2], [0.3, -0.1, -0.9], [-0.2, 0.4, 0.1], [-0.1, -0.4, 0.0], [-0.1, 0.0, -0.4], [0.4, 0.3, 0.5], [-0.1, -0.1, -0.1], [-0.3, 0.0, -0.2], [0.0, -0.2, 0.3], [-0.3, -0.8, -0.5], [0.1, 0.1, -0.3], [0.0, -0.1, 0.1], [0.7, 0.4, -0.6], [0.2, -0.1, 0.2], [-0.3, -0.3, -0.1], [0.3, 0.3, -0.1], [-0.6, 0.2, 0.9], [0.1, 0.0, -0.1], [-0.2, 0.4, -0.1], [0.8, -0.6, 0.1], [0.1, 0.2, -0.2], [-0.2, 0.3, 0.2], [0.0, -0.3, -0.1], [0.4, 0.0, 0.3], [-0.2, -0.4, 0.2], [0.2, -0.2, -0.3], [-0.3, 0.2, 0.1], [0.3, -0.2, -0.2], [0.1, 0.0, 0.3], [-0.2, 0.1, -0.1], [0.1, -0.4, 0.6], [-0.1, -0.1, -0.7], [0.1, 0.0, -0.5], [-0.5, -0.3, 0.1], [0.3, 0.1, 0.1], [0.0, -0.4, 0.2], [-0.3, 0.0, 0.1], [0.2, 0.2, 0.0], [-0.7, 0.2, 0.1], [-0.1, 0.3, 0.2], [0.0, -0.3, 0.0], [0.2, -0.2, 0.2], [0.4, 0.4, 0.1], [-0.2, -0.3, -0.4], [-0.1, 0.1, 0.1], [0.3, -0.2, 0.3], [-0.6, 0.8, -1.6], [1.0, -1.8, 1.5], [0.1, 0.4, 0.0], [-1.5, 0.1, -1.5], [0.1, 0.4, 1.0], [-0.1, 0.0, 0.2], [0.3, -0.1, 0.0], [-0.1, 0.1, -0.2], [0.1, 0.1, 0.1], [-0.5, -0.3, 0.0], [-0.2, 0.6, -0.1], [0.7, 0.3, 0.5], [0.0, -0.1, 0.0], [0.0, -0.3, 0.1], [0.2, 0.1, 0.0], [0.0, -0.2, 0.1], [0.2, 0.0, -0.2], [-0.2, 0.1, 0.0]]
}

---

{
  "formula": "C30H52ClN2O12PS3",
  "method": "wB97M-V/def2-TZVPD",
  "charge": 0,
  "e_homo_ev": -8.547,
  "orbital_gap_ha": 0.3314,
  "smiles": "CC(=O)OCCCCCCCC[C@]1(N)OS(=O)(=O)O[C@]1(CCCNCc1ccccc1O)P(O)Cl.O=S1(=O)CCCC1.O=S1(=O)CCCC1",
  "elements": ["C", "C", "O", "O", "C", "C", "C", "C", "C", "C", "C", "C", "C", "N", "O", "S", "O", "O", "O", "C", "C", "C", "C", "N", "C", "C", "C", "C", "C", "C", "C", "O", "P", "O", "Cl", "H", "H", "H", "H", "H", "H", "H", "H", "H", "H", "H", "H", "H", "H", "H", "H", "H", "H", "H", "H", "H", "H", "H", "H", "H", "H", "H", "H", "H", "H", "H", "H", "H", "H", "H", "H", "C", "C", "C", "S", "O", "O", "C", "H", "H", "H", "H", "H", "H", "H", "H", "C", "C", "C", "S", "O", "O", "C", "H", "H", "H", "H", "H", "H", "H", "H"],
  "positions_angstrom": [[5.7061, 3.5191, -5.9580], [4.4361, 2.9022, -5.4150], [4.4973, 1.9355, -4.6677], [3.2812, 3.4695, -5.8289], [2.2225, 3.3953, -4.8620], [0.9277, 3.9553, -5.4391], [-0.0016, 4.4044, -4.2850], [0.4201, 5.8153, -3.8485], [0.0211, 6.2125, -2.4192], [0.3330, 5.1570, -1.3328], [-0.9448, 4.8614, -0.5330], [-0.7599, 3.9490, 0.6829], [-0.2938, 2.5322, 0.3303], [1.1548, 2.5048, 0.2836], [-0.7225, 2.1069, -0.9964], [-0.6645, 0.4906, -1.0548], [0.5378, -0.0002, -1.6019], [-1.8913, 0.1342, -1.6535], [-0.5795, 0.2369, 0.5290], [-0.9328, 1.4438, 1.2270], [-0.3853, 1.6343, 2.6327], [-0.2593, 0.2798, 3.4099], [1.1612, 0.0563, 3.9360], [1.1645, -0.7818, 5.1596], [2.0232, -1.9558, 4.9645], [2.1479, -2.8323, 6.1854], [1.9884, -4.1873, 6.0244], [2.1302, -5.0286, 7.0906], [2.4422, -4.5363, 8.3267], [2.5792, -3.1900, 8.5082], [2.4380, -2.3569, 7.4289], [2.5967, -0.9798, 7.6234], [-2.8317, 1.4018, 1.1742], [-3.2851, 2.2578, 2.5047], [-3.2030, -0.5849, 1.6657], [6.5090, 3.4108, -5.2339], [5.5945, 4.5829, -6.1692], [6.0181, 2.9783, -6.8522], [2.0383, 2.3727, -4.5327], [2.5234, 3.9934, -3.9951], [1.2115, 4.8081, -6.0627], [0.4554, 3.1978, -6.0653], [0.1123, 3.6439, -3.5084], [-1.0137, 4.3598, -4.6866], [1.4818, 5.9759, -4.0457], [-0.0969, 6.5069, -4.5224], [0.6032, 7.1040, -2.1650], [-1.0197, 6.5366, -2.3753], [1.0407, 5.5957, -0.6193], [0.8045, 4.2562, -1.7194], [-1.7570, 4.5298, -1.1823], [-1.2708, 5.8313, -0.1419], [-0.0777, 4.4031, 1.4034], [-1.7248, 3.8739, 1.1977], [1.5079, 2.1670, -0.6006], [1.5447, 3.4177, 0.4601], [-1.0080, 2.2987, 3.2298], [0.6147, 2.0703, 2.6292], [-0.9097, 0.3400, 4.2844], [-0.6203, -0.5620, 2.8207], [1.7915, -0.4017, 3.1675], [1.5923, 1.0295, 4.1946], [1.6104, -0.2160, 5.8699], [3.0483, -1.6074, 4.7284], [1.7040, -2.5471, 4.1074], [1.7471, -4.5860, 5.0478], [2.0303, -6.0990, 6.9634], [2.5846, -5.1927, 9.1747], [2.8041, -2.7935, 9.4900], [3.4992, -0.8601, 7.9373], [-4.1786, 1.9830, 2.7502], [-5.8225, -2.5964, -2.3448], [-4.3573, -2.6436, -1.8929], [-4.3398, -3.1459, -0.4455], [-5.7941, -4.1793, -0.2536], [-6.6897, -3.5527, 0.6869], [-5.3950, -5.5571, -0.1104], [-6.4364, -3.9219, -1.9055], [-5.9106, -2.4533, -3.4214], [-6.3342, -1.7671, -1.8510], [-3.8020, -3.3365, -2.5301], [-3.8765, -1.6691, -1.9734], [-3.4511, -3.7350, -0.2310], [-4.4165, -2.3227, 0.2612], [-7.5237, -3.9094, -1.8771], [-6.0866, -4.7454, -2.5279], [1.6106, -4.0283, -2.5919], [0.7742, -5.3115, -2.4941], [0.4037, -5.5069, -1.0183], [0.3640, -3.8626, -0.2922], [1.4155, -3.7660, 0.6889], [-0.9995, -3.5114, 0.0261], [0.8694, -2.9843, -1.7635], [1.7346, -3.7033, -3.6239], [2.6036, -4.2018, -2.1707], [-0.1344, -5.1989, -3.0896], [1.3129, -6.1759, -2.8805], [-0.5728, -5.9706, -0.8999], [1.1557, -6.0870, -0.4867], [1.4835, -2.1341, -1.4877], [-0.0337, -2.6454, -2.2704]],
  "forces_ev_per_angstrom": [[-0.2, 0.3, -0.2], [0.8, -1.5, 0.8], [-0.5, 1.4, -0.7], [0.5, 0.1, 0.3], [-0.8, -0.1, 0.2], [0.5, 0.1, 0.1], [0.9, -0.2, -1.0], [-1.1, 0.0, 0.0], [1.1, 0.0, 0.0], [-0.5, 0.6, 0.4], [0.4, 0.3, 0.2], [-1.2, -0.4, -0.5], [0.5, 0.7, -0.6], [0.0, -0.1, 0.6], [-0.1, -0.6, 0.1], [-0.4, 1.3, 0.4], [0.8, 0.0, -0.3], [-0.6, -0.7, 0.0], [0.2, -0.1, -0.5], [0.2, 1.2, 1.0], [0.7, -1.9, 0.6], [-0.2, 0.6, 0.3], [-0.4, -0.2, 0.4], [0.2, 0.0, -0.8], [0.8, 0.7, 0.5], [-0.6, 0.3, -1.5], [-0.2, -0.4, -0.4], [0.1, -1.4, -0.1], [0.1, -0.5, 0.9], [0.2, 0.2, 0.6], [0.2, 1.3, 0.7], [0.3, -0.2, -0.2], [-0.9, 0.4, -1.2], [0.6, -0.6, 0.2], [0.3, 0.4, 0.4], [-0.1, -0.2, 0.2], [-0.1, -0.1, -0.2], [-0.1, 0.1, -0.1], [0.3, -0.1, 0.0], [0.1, -0.1, 0.0], [-0.3, 0.0, -0.1], [0.0, 0.1, -0.1], [-0.3, 0.2, 0.2], [-0.2, 0.2, 0.4], [0.1, -0.2, 0.3], [0.2, 0.0, -0.1], [-0.2, 0.1, -0.1], [-0.1, -0.3, 0.0], [0.1, -0.1, -0.1], [-0.1, 0.0, -0.2], [0.1, -0.3, 0.0], [-0.1, -0.1, 0.0], [0.2, -0.2, -0.1], [0.1, 0.1, 0.0], [0.0, -0.2, 0.1], [0.0, 0.0, 0.0], [-0.3, 0.1, -0.4], [-0.1, 0.1, -0.5], [0.0, -0.1, 0.0], [0.2, 0.0, 0.0], [0.0, 0.2, -0.1], [0.0, 0.0, -0.2], [-0.2, -0.3, 0.3], [0.0, -0.2, -0.1], [-0.3, 0.0, 0.1], [0.0, 0.0, 0.0], [-0.1, 0.0, -0.1], [-0.1, -0.1, 0.0], [0.0, 0.1, 0.0], [-0.1, 0.2, 0.1], [0.0, 0.2, 0.1], [0.1, 0.0, 0.1], [0.0, 0.0, -0.1], [0.2, 0.1, -0.2], [0.2, 0.1, -0.3], [0.0, -0.2, 0.1], [-0.2, 0.0, 0.2], [-0.1, 0.2, -0.3], [0.0, 0.0, 0.0], [0.0, 0.0, 0.0], [0.0, 0.0, 0.0], [0.0, 0.0, 0.0], [-0.1, 0.0, 0.2], [-0.1, -0.1, 0.0], [0.0, -0.1, 0.1], [0.0, 0.0, 0.1], [0.0, -0.1, 0.1], [0.0, 0.1, 0.0], [0.0, -0.3, -0.3], [0.0, 0.0, -0.4], [-0.1, 0.0, 0.2], [0.1, 0.1, 0.2], [0.2, -0.1, -0.3], [0.0, 0.0, 0.0], [0.0, 0.0, 0.0], [0.0, 0.0, 0.0], [0.0, 0.0, 0.0], [0.0, 0.1, 0.2], [0.0, 0.1, 0.1], [-0.1, 0.0, 0.1], [0.0, 0.0, 0.1]]
}

---

| no. | E_tot (eV) |
| --- | --- |
| 1 | -141692.77954 |
| 2 | -113820.20220 |